[1]
Computed, not measured: 3 unconnected molecules or ions with the total composition C4H14N2O2, with ωB97M-V with the def2-TZVPD basis set.

Geometry as XYZ:
```
22
Properties=species:S:1:pos:R:3:lowdin_charge:R:1
C 1.127 1.026 0.531 -0.28
C 1.449 -0.438 0.775 -0.21
C 0.638 -1.425 -0.029 -0.12
C -0.045 -1.144 -1.134 -0.23
N -0.715 -2.080 -1.933 0.03
N -0.249 1.354 0.929 0.00
H 1.329 1.301 -0.510 0.09
H 1.794 1.637 1.143 0.11
H 2.515 -0.590 0.574 0.11
H 1.312 -0.660 1.836 0.10
H 0.635 -2.446 0.340 0.10
H -0.055 -0.146 -1.558 0.08
H -1.573 -1.736 -2.338 0.07
H -0.872 -2.970 -1.484 0.08
H -0.377 2.362 0.904 0.08
H -0.902 0.970 0.253 0.06
H -1.419 2.322 -2.931 0.04
H 0.091 2.292 -3.008 0.05
O -0.642 2.062 -2.425 -0.05
H -0.707 0.349 2.531 -0.02
H -1.200 -1.023 2.993 0.02
O -0.959 -0.154 3.335 -0.10
```

Summary:
- SMILES = N/C=C/CCN.O.O
- maximum force (hartree/bohr) = 0.00659
- total charge = 0



[2]
Computed, not measured: 2 unconnected molecules or ions with the total composition C4H14N2O2 at a distorted geometry, with ωB97M-V with the def2-TZVPD basis set.

Geometry as XYZ:
```
22
Properties=species:S:1:pos:R:3:lowdin_charge:R:1
C 2.382 0.527 2.107 -0.12
N 1.177 -0.299 2.040 -0.09
C 0.588 -0.384 0.728 -0.38
C -0.620 0.548 0.656 -0.23
O -1.104 0.684 -0.665 -0.07
C 0.143 -1.803 0.326 -0.22
N 0.188 -1.942 -1.132 0.00
H 3.073 0.362 1.266 0.08
H 2.858 0.331 3.070 0.08
H 2.089 1.574 2.074 0.07
H 1.443 -1.217 2.386 0.10
H 1.226 -0.018 -0.094 0.14
H -0.342 1.510 1.082 0.12
H -1.403 0.128 1.303 0.12
H -0.788 -0.062 -1.201 0.06
H -0.879 -1.977 0.647 0.12
H 0.773 -2.530 0.842 0.10
H -0.223 -2.814 -1.429 0.08
H 1.131 -1.859 -1.485 0.08
H -2.076 2.227 -2.369 0.01
H -3.218 1.899 -3.365 0.04
O -2.410 2.428 -3.251 -0.07
```

Summary:
- SMILES = CN[C@@H](CN)CO.O
- maximum force (hartree/bohr) = 0.02268
- total charge = 0



[3]
Computed, not measured: 3 unconnected molecules or ions with the total composition C4H14N2O2 at a distorted geometry, with ωB97M-V with the def2-TZVPD basis set.

Geometry as XYZ:
```
22
Properties=species:S:1:pos:R:3:lowdin_charge:R:1
C -0.858 -1.544 -2.019 -0.10
C -0.025 -0.598 -1.165 -0.25
C -0.040 -0.930 0.330 -0.27
N 2.608 -0.006 0.569 0.10
C 1.537 0.506 1.279 -0.29
N 0.318 0.169 1.193 0.00
H -0.373 -2.512 -2.149 0.07
H -1.841 -1.706 -1.579 0.07
H -1.016 -1.088 -2.996 0.07
H 1.009 -0.496 -1.491 0.09
H -0.447 0.397 -1.294 0.10
H 0.617 -1.796 0.519 0.11
H -1.020 -1.327 0.563 0.09
H 3.496 0.255 0.979 0.09
H 2.588 -1.000 0.378 0.09
H 1.779 1.309 1.967 0.12
H -0.308 2.194 0.817 -0.02
H 0.411 3.290 0.042 0.03
O -0.440 3.083 0.447 -0.08
H -3.311 0.933 0.894 0.04
H -1.941 0.647 1.523 0.01
O -2.743 0.219 1.195 -0.06
```

Summary:
- SMILES = CCC/N=C\N.O.O
- maximum force (hartree/bohr) = 0.02456
- total charge = 0



[4]
Computed, not measured: 2 unconnected molecules or ions with the total composition C4H14N2O2 at a distorted geometry, with ωB97M-V with the def2-TZVPD basis set.

Geometry as XYZ:
```
22
Properties=species:S:1:pos:R:3:lowdin_charge:R:1
N -0.427 -1.290 0.413 0.04
C 0.446 -0.130 0.212 -0.35
C 0.442 0.405 -1.248 -0.43
C -0.942 0.242 -1.966 -0.04
O 0.978 1.671 -1.465 -0.03
C 1.866 -0.551 0.705 -0.25
N 1.871 -0.465 2.168 -0.01
H -1.039 -1.504 -0.376 0.05
H -1.174 -0.955 1.009 0.03
H 0.049 0.741 0.803 0.15
H 1.217 -0.199 -1.815 0.16
H -1.708 0.729 -1.352 0.07
H -0.725 0.814 -2.831 0.06
H -1.280 -0.762 -2.213 0.07
H 0.317 2.342 -1.248 0.10
H 2.680 0.039 0.287 0.10
H 2.166 -1.578 0.402 0.11
H 2.152 0.432 2.519 0.06
H 1.011 -0.870 2.491 0.05
H -3.984 -0.411 0.621 0.05
H -3.351 0.674 1.552 0.05
O -3.159 -0.072 0.979 -0.05
```

Summary:
- SMILES = C[C@@H](O)[C@@H](N)CN.O
- maximum force (hartree/bohr) = 0.06674
- total charge = 0



Number 1: highest occupied orbital energy -8.1 eV, gap between HOMO and LUMO 0.3108 Eh. Number 2: highest occupied orbital energy -9.1 eV, gap between HOMO and LUMO 0.3658 Eh. Number 3: highest occupied orbital energy -9.8 eV, gap between HOMO and LUMO 0.3826 Eh. Number 4: highest occupied orbital energy -8.4 eV, gap between HOMO and LUMO 0.3198 Eh.